Molecular formula: C43H105N7O12
Method: DFT, ωB97M-V with the def2-TZVPD basis set

Output
SMILES: CC1(C)CCCC(C)(C)N1O.COC[C@H](C)N.COCCNCCOC.COCCNCCOC.COCCNCCOC.COCCNCCOC.COCCNCCOC
Energy above the lowest of the compared OMol25 structures with the same formula, charge and spin in eV: 0.9286
Net charge: 0
Lowest unoccupied orbital energy in eV: 0.2
F_max in hartree/bohr: 0.0765
HOMO level in eV: -8.23

Each line ends with the Löwdin charge.
Positions of all 167 atoms, in Å:
C 2.782 0.378 -1.871  -0.048
C 1.520 0.236 -1.009  -0.485
C 1.848 0.774 0.432  -0.023
C 0.527 1.267 -1.642  -0.193
C -0.886 1.149 -1.224  -0.169
C -1.400 -0.361 -1.368  -0.139
C -0.569 -1.339 -0.618  -0.469
C -0.854 -1.165 0.950  -0.011
C -0.988 -2.755 -1.058  -0.038
N 0.868 -1.051 -1.068  -0.111
O 1.661 -2.090 -0.601  -0.015
H 3.048 1.434 -1.916  0.082
H 3.637 -0.085 -1.379  0.079
H 2.743 0.004 -2.894  0.083
H 1.092 1.390 0.919  0.069
H 2.180 -0.010 1.113  0.080
H 2.724 1.412 0.312  0.070
H 0.777 2.327 -1.616  0.125
H 0.497 1.074 -2.714  0.114
H -0.824 1.514 -0.198  0.095
H -1.487 1.827 -1.831  0.112
H -1.498 -0.700 -2.400  0.118
H -2.428 -0.297 -1.012  0.114
H -0.167 -1.724 1.585  0.071
H -1.782 -1.666 1.226  0.082
H -0.585 -0.161 1.280  0.059
H -2.071 -2.808 -1.167  0.085
H -0.810 -3.402 -0.199  0.076
H -0.483 -3.146 -1.941  0.085
H 1.867 -2.543 -1.422  0.103
C 5.040 8.745 0.588  -0.112
O 3.681 8.710 0.974  -0.237
C 3.386 8.709 2.440  -0.147
C 1.845 9.006 2.562  -0.432
C 0.921 8.168 1.593  -0.036
N 1.915 10.321 2.147  0.007
H 5.051 8.696 -0.501  0.087
H 5.562 7.856 0.942  0.082
H 5.538 9.655 0.923  0.085
H 3.679 7.754 2.875  0.111
H 3.971 9.507 2.898  0.108
H 1.583 8.883 3.613  0.133
H 1.017 8.417 0.536  0.076
H -0.127 8.400 1.784  0.067
H 1.025 7.128 1.904  0.073
H 2.675 10.748 2.656  0.070
H 2.261 10.118 1.220  0.066
C -0.284 0.724 7.384  -0.068
O -1.644 0.810 6.847  -0.246
C -2.678 0.447 7.778  -0.202
C -4.130 0.228 7.108  -0.150
N -4.850 1.385 6.542  -0.069
C -4.040 2.437 5.931  -0.191
C -4.280 3.867 6.493  -0.190
O -4.029 3.993 7.906  -0.195
C -2.713 4.383 8.281  -0.114
H -0.127 1.709 7.824  0.076
H 0.458 0.561 6.602  0.082
H -0.182 -0.092 8.100  0.081
H -2.579 1.030 8.694  0.109
H -2.395 -0.511 8.213  0.097
H -4.786 -0.213 7.859  0.108
H -3.903 -0.548 6.376  0.103
H -5.565 1.809 7.117  0.102
H -4.490 2.517 4.942  0.101
H -3.011 2.113 5.777  0.105
H -5.264 4.315 6.360  0.117
H -3.709 4.586 5.906  0.110
H -2.653 4.412 9.369  0.087
H -2.348 5.300 7.819  0.083
H -1.937 3.659 8.032  0.065
C -4.369 -8.632 3.055  -0.132
O -4.809 -9.585 2.098  -0.223
C -3.927 -10.798 1.902  -0.148
C -4.522 -11.552 0.723  -0.244
N -4.128 -11.014 -0.545  -0.068
C -4.719 -9.690 -0.914  -0.149
C -4.120 -9.179 -2.293  -0.214
O -4.397 -10.138 -3.284  -0.179
C -3.388 -10.240 -4.202  -0.165
H -3.438 -8.251 2.635  0.080
H -4.246 -8.913 4.101  0.079
H -4.991 -7.742 3.154  0.079
H -4.165 -11.514 2.688  0.108
H -2.852 -10.621 1.870  0.123
H -5.608 -11.472 0.784  0.117
H -4.268 -12.609 0.805  0.120
H -4.337 -11.669 -1.285  0.101
H -4.419 -8.903 -0.223  0.110
H -5.774 -9.787 -1.173  0.115
H -3.037 -9.111 -2.187  0.109
H -4.480 -8.187 -2.566  0.119
H -2.449 -10.617 -3.796  0.091
H -3.077 -9.349 -4.747  0.082
H -3.712 -10.820 -5.067  0.088
C 0.383 3.217 -8.587  -0.112
O 0.125 3.188 -9.984  -0.172
C 1.298 2.892 -10.740  -0.224
C 1.676 1.426 -10.808  -0.215
N 0.578 0.469 -10.949  -0.029
C 1.014 -0.926 -11.141  -0.208
C 1.838 -1.490 -9.999  -0.221
O 1.037 -1.067 -8.867  -0.210
C 1.573 -1.831 -7.819  -0.136
H -0.454 3.458 -7.932  0.085
H 1.126 3.991 -8.394  0.082
H 0.790 2.300 -8.161  0.077
H 2.096 3.568 -10.434  0.116
H 1.168 3.304 -11.741  0.116
H 2.116 1.296 -9.819  0.094
H 2.538 1.179 -11.428  0.126
H 0.017 0.512 -10.110  0.097
H 1.701 -1.102 -11.968  0.114
H 0.138 -1.567 -11.246  0.116
H 2.761 -0.910 -10.017  0.112
H 2.026 -2.563 -9.948  0.121
H 1.117 -1.305 -6.980  0.090
H 2.649 -1.701 -7.704  0.090
H 1.272 -2.874 -7.924  0.091
C 9.754 1.959 9.887  -0.137
O 9.553 0.619 10.113  -0.219
C 10.009 0.097 11.366  -0.187
C 9.474 -1.338 11.724  -0.169
N 8.011 -1.348 11.767  -0.055
C 7.411 -1.953 10.624  -0.260
C 7.612 -1.485 9.262  -0.243
O 6.646 -2.162 8.445  -0.185
C 6.855 -1.994 7.042  -0.111
H 9.139 2.616 10.502  0.090
H 9.420 2.154 8.868  0.090
H 10.821 2.178 9.925  0.089
H 9.547 0.725 12.127  0.108
H 11.062 0.325 11.532  0.116
H 9.857 -1.376 12.744  0.103
H 9.907 -2.172 11.172  0.121
H 7.655 -0.403 11.785  0.106
H 6.345 -1.885 10.845  0.130
H 7.662 -3.012 10.670  0.129
H 8.624 -1.667 8.901  0.121
H 7.411 -0.421 9.139  0.123
H 7.895 -2.176 6.769  0.078
H 6.581 -0.986 6.729  0.082
H 6.348 -2.676 6.360  0.081
C -4.561 6.400 -7.191  -0.096
O -4.942 5.039 -7.396  -0.186
C -6.025 4.509 -6.770  -0.249
C -5.763 3.020 -6.330  -0.188
N -6.001 2.130 -7.465  -0.055
C -5.393 0.848 -7.183  -0.273
C -5.836 -0.092 -8.221  -0.228
O -5.340 -1.437 -8.295  -0.179
C -3.921 -1.611 -8.207  -0.105
H -4.348 6.505 -6.127  0.079
H -5.099 7.345 -7.274  0.081
H -3.659 6.530 -7.790  0.089
H -6.968 4.663 -7.295  0.122
H -6.136 5.141 -5.888  0.107
H -6.455 2.707 -5.547  0.113
H -4.800 3.011 -5.820  0.114
H -5.600 2.561 -8.285  0.113
H -5.677 0.394 -6.234  0.129
H -4.323 0.990 -7.035  0.118
H -5.471 0.447 -9.095  0.116
H -6.922 -0.101 -8.318  0.134
H -3.392 -0.888 -8.827  0.083
H -3.527 -2.601 -8.437  0.083
H -3.612 -1.428 -7.178  0.076

Atomic forces in eV per Å
C 0.7 -0.5 0.6
C -1.2 2.5 0.7
C 0.9 -0.3 -0.4
C 0.2 -0.6 -1.9
C -0.3 -1.6 0.3
C -0.8 2.8 0.1
C 0.9 0.7 1.0
C 1.8 -0.9 -0.9
C 0.2 -0.1 1.3
N -2.1 -0.7 -0.6
O 1.0 -0.4 0.4
H -0.2 0.1 -0.1
H 0.1 -0.3 0.0
H -0.5 -0.1 0.1
H -0.3 -0.3 -0.2
H -0.2 -0.2 0.0
H 0.0 0.2 0.1
H 0.8 -0.1 0.6
H 0.4 -0.3 -0.4
H -1.2 -0.3 0.4
H -0.2 0.0 0.2
H 0.4 0.4 -0.3
H -0.1 -0.5 0.3
H 0.6 -0.5 -0.5
H -0.5 1.0 -0.1
H -1.2 0.2 -0.1
H 0.0 0.3 -0.4
H 0.4 -0.4 -0.3
H -0.1 0.2 0.0
H 0.3 -0.3 0.1
C -0.4 -0.4 0.1
O -0.5 -0.1 1.6
C 0.1 -2.3 -1.6
C 1.7 -2.5 -0.2
C 0.1 0.5 1.8
N -2.0 3.2 -1.0
H 0.0 0.2 0.0
H 0.2 0.0 0.2
H 0.1 0.1 0.1
H 0.3 -0.3 -0.1
H 0.0 -0.1 0.2
H -0.4 -0.1 0.0
H 0.7 -0.4 0.1
H 0.0 0.3 0.4
H 0.2 -0.2 -0.8
H -0.2 0.6 -0.2
H 0.2 1.4 -0.6
C -1.6 0.6 -0.2
O 0.4 -0.6 -0.1
C 0.0 -0.7 0.1
C 1.3 1.4 0.8
N 1.0 -0.5 0.4
C -1.7 0.6 -0.9
C 1.0 -0.2 0.8
O 0.5 0.3 -0.3
C 0.2 -0.8 0.0
H 0.5 -0.2 0.4
H -0.4 0.1 -0.3
H -0.1 0.1 0.2
H -0.7 1.1 -0.2
H -0.2 -0.7 -0.3
H 0.2 -0.1 0.1
H -0.3 0.1 -0.4
H 0.2 -0.5 0.4
H 0.4 0.3 -0.6
H 0.0 0.4 0.5
H -0.6 -1.0 0.0
H 0.8 0.0 0.1
H -0.4 0.4 0.0
H -0.5 0.4 0.1
H -0.1 -0.6 -0.4
C 1.0 0.5 -0.7
O 0.7 -1.3 0.4
C -2.5 0.3 0.6
C -0.1 1.0 -0.2
N 0.6 1.2 -1.2
C 1.4 -0.3 -2.2
C 0.3 -1.1 1.7
O -0.8 0.2 0.3
C 1.0 -0.2 -2.0
H 0.5 0.2 0.6
H 0.2 -0.9 -0.1
H -0.7 -0.3 -0.7
H 0.4 0.4 0.8
H -0.1 0.5 -0.2
H -0.4 -0.2 0.7
H 0.2 0.0 -0.2
H 0.0 0.1 -0.1
H -0.7 -0.4 0.4
H -0.5 0.3 0.9
H 0.2 0.1 0.2
H -0.4 0.1 0.0
H 0.0 -0.4 0.3
H -0.3 1.0 0.5
H -0.1 -0.7 0.4
C 0.8 0.3 0.3
O -0.1 -0.6 0.4
C -0.6 1.0 -1.6
C 0.5 -0.5 2.2
N 0.6 -0.2 -1.2
C 0.4 -0.7 -0.1
C -1.7 2.4 0.3
O 1.9 -1.5 -0.7
C -1.1 1.4 1.5
H -0.6 0.1 -0.8
H 0.2 0.2 0.1
H 0.1 -0.4 -0.4
H 0.6 -0.5 0.8
H -0.9 -0.2 -0.3
H 0.3 -0.5 0.6
H -0.4 0.4 -0.7
H -0.1 0.0 -0.1
H -0.6 0.7 -0.9
H -0.1 0.2 -0.3
H 0.5 -0.3 0.5
H -0.1 0.0 -0.5
H 0.0 -0.9 0.8
H 0.2 -0.2 -0.2
H 0.1 -0.1 0.3
C 0.2 0.5 -0.8
O -0.2 -2.2 0.4
C -1.1 0.6 -0.1
C 0.7 2.2 0.3
N 1.1 0.4 -0.3
C -1.6 -1.9 1.6
C -0.2 1.0 -2.4
O 0.0 -0.8 -0.7
C 0.7 0.4 0.2
H 0.2 0.1 0.6
H 0.1 0.0 -0.1
H 0.1 0.5 0.3
H -0.3 0.2 0.4
H 0.5 -0.7 -0.4
H 0.0 -0.6 0.2
H -0.2 0.1 -0.2
H 0.2 0.3 0.4
H -0.3 -0.3 -0.3
H -0.1 -0.2 -0.2
H 0.2 -0.1 -0.2
H 0.2 0.3 0.2
H 0.4 0.3 0.2
H 0.1 0.2 0.0
H -0.7 -0.3 0.9
C 1.3 -0.4 1.3
O 1.3 1.0 -2.6
C -1.0 -0.2 2.6
C -1.4 1.7 -0.6
N 0.2 0.3 1.2
C 0.3 -0.4 1.7
C 1.2 -0.5 -2.5
O 0.0 -0.3 0.4
C -0.2 1.2 0.7
H 0.7 -0.3 0.4
H -1.7 -0.6 -1.2
H 0.0 -0.1 0.2
H -0.1 -0.5 -0.5
H -0.4 -0.3 0.8
H -0.3 0.3 0.1
H 0.7 -0.3 -0.5
H 0.3 -0.2 -0.2
H -0.6 0.7 0.6
H 0.5 -0.4 -0.6
H -0.1 -0.3 -1.0
H 0.1 -0.4 0.4
H 0.0 0.1 -0.3
H -0.9 -0.2 -0.4
H 0.2 0.1 0.2